(1)
Formula: C4H10O
Source: the Open Molecules 2025 dataset
Level of theory: ωB97M-V with the def2-TZVPD basis set

Last column: Mulliken charge in e.
CARTESIAN COORDINATES (ANGSTROEM)
C1 -0.143 -1.261 1.461  -1.0961
C2 0.489 -0.752 0.149  -0.0478
C3 -0.354 -0.250 -0.902  0.3751
C4 0.323 0.278 -2.143  -1.2577
H1 -0.874 -2.083 1.277  0.2882
H2 0.597 -1.559 2.217  0.3288
H3 -0.660 -0.400 1.866  0.3320
H4 1.532 -0.926 -0.004  0.4165
H5 -1.395 -0.496 -0.981  0.4178
H6 -0.365 0.661 -2.855  0.3823
H7 0.972 1.115 -1.803  0.3385
H8 0.929 -0.452 -2.628  0.3090
H9 0.025 0.429 0.069  0.0099
H10 0.084 2.473 1.176  0.1589
O1 -0.342 1.644 1.285  -0.9554

Its energy relative to the best compared isomer or geometry (same formula, charge and spin) is 454.1 kJ/mol. Its largest force on an atom is 4.2 eV Å⁻¹. The calculation puts the molar mass at 74.12 g/mol. The HOMO energy is -7.75 eV. The total energy is -6353.09655 eV.

(2)
Formula: C4H10O
Source: the Open Molecules 2025 dataset
Level of theory: ωB97M-V with the def2-TZVPD basis set

Last column: Mulliken charge in e.
CARTESIAN COORDINATES (ANGSTROEM)
C1 -1.507 0.441 0.603  -0.9201
C2 -0.644 -0.712 0.400  -0.4375
C3 0.522 -0.379 -0.483  0.3382
C4 1.598 0.483 0.101  -1.3566
H1 -2.298 0.285 1.406  0.3170
H2 -1.976 0.733 -0.340  0.2689
H3 -0.795 1.372 0.811  0.1774
H4 -1.096 -1.624 -0.019  0.3269
H5 -0.318 -1.049 1.371  0.3065
H6 1.135 -1.283 -0.720  0.2115
H7 2.488 0.547 -0.610  0.3027
H8 1.241 1.524 0.383  0.2920
H9 1.996 0.132 1.008  0.3942
H10 -0.377 -0.655 -2.167  0.3466
O1 0.032 0.187 -1.745  -0.5677

The SMILES is CC[C@H](C)O. Its energy relative to the best compared isomer or geometry (same formula, charge and spin) is 94.7 kJ/mol. Its largest force on an atom is 3.3 eV Å⁻¹. The calculation puts the molar mass at 74.12 g/mol. The HOMO energy is -10.32 eV. The total energy is -6356.82163 eV.